{"formula": "C6H5N2", "method": "the ωB97M-V functional and the def2-TZVPD basis", "smiles": "C=CC#[N+]/C=C1C=N\\1", "orbital_gap_ev": 9.84, "de_lowest_kcal_mol": 104.9, "total_charge": 1, "lumo_energy_ev": -4.54, "elements": ["N", "N", "C", "C", "C", "C", "C", "C", "H", "H", "H", "H", "H"], "xyz": [[-1.00, 1.09, 0.02], [-4.72, -0.43, 0.11], [-3.50, 0.33, -0.02], [2.05, -0.58, 0.24], [-3.68, -1.06, -0.23], [0.20, 0.97, -0.08], [1.67, 0.58, -0.27], [-2.68, 1.35, 0.10], [1.45, -1.12, 0.84], [-2.88, 2.30, 0.45], [2.10, 1.32, -0.90], [-3.31, -2.02, -0.51], [3.06, -0.93, -0.04]], "nbo_charge": [-0.284, -0.156, 0.074, -0.202, 0.131, 0.553, -0.307, -0.052, 0.214, 0.248, 0.271, 0.259, 0.251]}

{"formula": "C6H5N2O2S2", "method": "the ωB97M-V functional and the def2-TZVPD basis", "orbital_gap_ev": 8.27, "de_lowest_kcal_mol": 0.0, "total_charge": 1, "lumo_energy_ev": -5.91, "elements": ["S", "S", "O", "O", "N", "N", "C", "C", "C", "C", "C", "C", "H", "H", "H", "H", "H"], "xyz": [[-0.36, 0.08, 2.08], [-0.63, 2.02, 2.53], [0.55, 0.81, 3.21], [-1.30, -0.93, 2.47], [-2.89, 3.67, 0.40], [-2.23, 2.85, 0.72], [0.78, -1.00, -2.12], [1.54, 0.06, -1.52], [1.30, 0.35, -0.14], [-0.33, -1.57, -0.07], [-0.07, -1.81, -1.41], [0.35, -0.45, 0.48], [2.19, 0.49, -2.23], [-1.09, -1.95, 0.56], [1.91, 1.00, 0.34], [0.89, -1.08, -3.26], [-0.61, -2.53, -2.03]], "nbo_charge": [1.821, 0.448, -0.699, -0.781, 0.123, -0.079, -0.133, -0.169, -0.188, -0.161, -0.192, -0.261, 0.249, 0.268, 0.246, 0.251, 0.255]}

{"formula": "C6H5N4S2", "method": "the ωB97M-V functional and the def2-TZVPD basis", "orbital_gap_ev": [6.70, 6.70], "de_lowest_kcal_mol": 1.3, "total_charge": 1, "lumo_energy_ev": [-6.51, -6.51], "elements": ["S", "S", "N", "N", "N", "N", "C", "C", "C", "C", "C", "C", "H", "H", "H", "H", "H"], "xyz": [[-1.17, -2.01, 0.39], [2.51, 3.26, 1.64], [2.58, 1.18, -0.02], [0.83, 1.21, 1.47], [2.17, 0.08, -0.31], [-0.21, 1.55, 2.01], [-1.87, -0.80, -1.77], [1.20, -0.63, 0.24], [-0.58, -0.35, -1.52], [-2.32, -1.68, -0.81], [1.88, 1.86, 0.96], [-0.03, -0.91, -0.37], [-2.47, -0.50, -2.61], [-0.04, 0.33, -2.16], [1.51, -1.29, 1.05], [-0.70, 0.84, 2.55], [-3.29, -2.15, -0.76]], "nbo_charge": [0.553, 0.294, -0.032, -0.159, -0.059, -0.156, -0.250, 0.143, -0.109, -0.304, 0.012, -0.346, 0.262, 0.253, 0.271, 0.356, 0.271]}

{"formula": "C6H5NO", "method": "the ωB97M-V functional and the def2-TZVPD basis", "orbital_gap_ev": 8.06, "de_lowest_kcal_mol": 115.7, "total_charge": 0, "lumo_energy_ev": 0.25, "elements": ["O", "N", "C", "C", "C", "C", "C", "C", "H", "H", "H", "H", "H"], "xyz": [[0.84, -1.30, -1.35], [-0.46, 1.07, 0.88], [0.53, -0.18, -0.66], [0.78, 1.51, 0.66], [-1.51, -1.00, 0.27], [1.52, 0.81, -0.28], [-0.54, -0.10, 0.13], [-2.36, -1.83, 0.16], [-1.28, 1.84, 1.23], [1.43, 2.39, 1.32], [2.51, 0.95, -0.59], [-2.92, -2.87, 0.67], [1.46, -1.30, -2.43]], "nbo_charge": [-0.686, -0.543, 0.299, 0.017, -0.080, -0.378, -0.049, -0.231, 0.452, 0.207, 0.231, 0.263, 0.498]}

{"formula": "C6H5NO", "method": "the ωB97M-V functional and the def2-TZVPD basis", "smiles": "ON1[C@]23C=C[C@]12C=C3", "orbital_gap_ev": 8.84, "de_lowest_kcal_mol": 158.4, "total_charge": 0, "lumo_energy_ev": 0.75, "elements": ["O", "N", "C", "C", "C", "C", "C", "C", "H", "H", "H", "H", "H"], "xyz": [[-1.87, 0.99, 0.71], [-0.72, 1.10, -0.09], [0.77, -0.03, -1.58], [-0.68, -1.34, 0.31], [-0.47, -0.24, -0.70], [0.24, -0.87, 1.16], [1.51, 0.67, -0.71], [0.48, 0.48, 0.46], [-1.35, -2.09, 0.28], [0.73, -0.43, -2.59], [0.66, -1.21, 2.01], [2.38, 1.22, -0.53], [-1.67, 1.75, 1.27]], "nbo_charge": [-0.562, -0.096, -0.163, -0.183, 0.035, -0.149, -0.177, -0.012, 0.203, 0.219, 0.197, 0.221, 0.466]}

{"formula": "C6H5NO2", "method": "the ωB97M-V functional and the def2-TZVPD basis", "smiles": "C=c1nco/c1=C/C=O", "orbital_gap_ev": 8.06, "de_lowest_kcal_mol": 75.9, "total_charge": 0, "lumo_energy_ev": -0.70, "elements": ["O", "O", "N", "C", "C", "C", "C", "C", "C", "H", "H", "H", "H", "H"], "xyz": [[-1.38, -1.23, -0.45], [2.97, 0.10, -0.23], [-2.06, 0.76, 0.23], [0.07, 2.06, 0.22], [2.29, -0.82, 0.05], [0.93, -1.22, -0.18], [-0.67, 0.91, 0.11], [-0.24, -0.49, -0.19], [-2.38, -0.43, -0.12], [-0.49, 2.86, 0.46], [0.74, -2.27, -0.41], [-3.42, -0.76, -0.39], [1.14, 2.18, 0.15], [2.50, -1.64, 0.76]], "nbo_charge": [-0.453, -0.497, -0.480, -0.323, 0.414, -0.372, 0.048, 0.307, 0.390, 0.202, 0.237, 0.208, 0.232, 0.088]}

{"formula": "C6H5NO2S", "method": "the ωB97M-V functional and the def2-TZVPD basis", "orbital_gap_ev": [7.16, 7.17], "de_lowest_kcal_mol": 109.3, "total_charge": 0, "lumo_energy_ev": [-1.35, -1.35], "elements": ["S", "O", "O", "N", "C", "C", "C", "C", "C", "C", "H", "H", "H", "H", "H"], "xyz": [[-0.65, 1.38, 0.84], [2.00, 1.38, 3.52], [-1.06, -3.46, 0.98], [-0.46, -2.51, 0.64], [0.42, 0.68, 1.83], [-1.07, 0.98, -1.84], [0.20, -1.75, 0.09], [1.17, 0.96, 2.77], [0.72, -0.55, -0.47], [-0.29, 0.57, -0.59], [-0.41, 1.71, -2.33], [1.25, -0.75, -1.57], [1.49, -0.20, 0.34], [-1.26, 0.14, -2.51], [-2.05, 1.42, -1.69]], "nbo_charge": [0.792, -0.522, -0.408, 0.229, -0.842, -0.670, 0.172, 0.637, -0.576, -0.110, 0.241, 0.259, 0.318, 0.236, 0.243]}

{"formula": "C6H5NOS", "method": "the ωB97M-V functional and the def2-TZVPD basis", "orbital_gap_ev": [8.43, 7.37], "de_lowest_kcal_mol": 95.8, "total_charge": 0, "lumo_energy_ev": [-0.15, -1.03], "elements": ["S", "O", "N", "C", "C", "C", "C", "C", "C", "H", "H", "H", "H", "H"], "xyz": [[0.46, 0.79, 2.38], [1.91, -3.03, -0.20], [-0.64, 0.22, -1.34], [2.07, -2.42, 0.79], [-0.84, 1.87, 0.45], [-0.48, 2.10, 1.73], [-0.37, 0.61, -0.06], [-0.43, -0.94, -1.78], [0.33, -0.06, 0.91], [-0.02, -1.75, -1.17], [-1.42, 2.54, -0.16], [-0.66, -1.15, -2.81], [2.71, -2.53, 1.65], [-0.71, 2.94, 2.35]], "nbo_charge": [0.393, -0.439, -0.407, 0.438, -0.230, -0.418, -0.081, -0.029, -0.177, 0.153, 0.234, 0.169, 0.157, 0.235]}

{"formula": "C6H5O2S", "method": "the ωB97M-V functional and the def2-TZVPD basis", "smiles": "C=C1C=CS[C@@H]1C(=O)[O-]", "orbital_gap_ev": 6.99, "total_charge": -1, "lumo_energy_ev": 3.33, "elements": ["S", "O", "O", "C", "C", "C", "C", "C", "C", "H", "H", "H", "H", "H"], "xyz": [[-1.18, 1.72, 0.33], [2.00, 0.91, 2.07], [1.73, 1.46, -0.11], [-0.13, 0.37, 0.96], [-0.20, -0.67, -0.07], [-1.42, 0.93, -1.22], [0.50, -1.79, 0.12], [-0.86, -0.27, -1.28], [1.41, 0.95, 0.98], [-2.18, 1.44, -1.83], [-1.00, -0.92, -2.15], [-0.55, 0.06, 1.90], [0.79, -2.43, -0.73], [1.08, -1.76, 1.02]], "nbo_charge": [0.225, -0.750, -0.768, -0.489, 0.002, -0.301, -0.458, -0.286, 0.786, 0.215, 0.205, 0.232, 0.185, 0.205]}

{"formula": "C6H5O3PS", "method": "the ωB97M-V functional and the def2-TZVPD basis", "orbital_gap_ev": 7.71, "de_lowest_kcal_mol": 0.0, "total_charge": 0, "lumo_energy_ev": -1.44, "elements": ["S", "P", "O", "O", "O", "C", "C", "C", "C", "C", "C", "H", "H", "H", "H", "H"], "xyz": [[2.77, 0.75, 0.04], [2.58, -1.53, 2.17], [3.56, 0.07, 1.06], [2.44, -0.91, 3.47], [2.98, 2.15, -0.02], [0.88, 0.53, 1.19], [-0.59, 0.52, -0.74], [-0.24, -0.91, -0.88], [0.10, 1.21, 0.25], [1.15, -0.87, 1.13], [0.66, -1.52, 0.02], [-0.28, -1.50, -1.71], [1.20, 1.11, 2.06], [-1.21, 1.10, -1.45], [1.10, -2.52, -0.10], [0.12, 2.26, 0.33]], "nbo_charge": [1.715, 1.398, -0.949, -1.039, -0.865, -0.349, -0.199, -0.146, -0.164, -0.354, -0.236, 0.220, 0.270, 0.238, 0.225, 0.233]}

{"formula": "C6H5O5PS", "method": "the ωB97M-V functional and the def2-TZVPD basis", "orbital_gap_ev": 6.94, "de_lowest_kcal_mol": 0.0, "total_charge": -2, "lumo_energy_ev": 5.75, "elements": ["S", "P", "O", "O", "O", "O", "O", "C", "C", "C", "C", "C", "C", "H", "H", "H", "H", "H"], "xyz": [[1.13, 3.54, -2.18], [-3.51, -0.94, -0.49], [-3.04, -1.92, 0.59], [2.45, 3.10, -2.70], [-3.09, -1.14, -1.87], [-4.71, -0.10, -0.21], [1.19, 4.46, -1.02], [1.55, 0.93, -0.93], [0.51, 1.90, -1.24], [-0.84, 1.58, -1.02], [1.17, -0.24, -0.42], [-0.15, -0.48, -0.11], [-1.14, 0.40, -0.39], [2.50, 1.29, -1.19], [-2.17, 0.18, -0.09], [1.78, -1.08, -0.12], [-0.28, -1.47, 0.48], [-1.74, 2.08, -1.24]], "nbo_charge": [1.481, 2.386, -1.148, -1.066, -1.134, -1.136, -1.062, -0.257, -0.204, -0.259, -0.228, -0.225, -0.105, 0.231, 0.114, 0.181, 0.218, 0.214]}

{"formula": "C6H5P", "method": "the ωB97M-V functional and the def2-TZVPD basis", "orbital_gap_ev": 7.95, "de_lowest_kcal_mol": 105.3, "total_charge": 0, "lumo_energy_ev": -0.64, "elements": ["P", "C", "C", "C", "C", "C", "C", "H", "H", "H", "H", "H"], "xyz": [[-3.82, -0.51, 0.26], [2.62, 0.45, 0.85], [-1.43, 1.04, -0.35], [-0.16, 0.47, -0.25], [-2.45, 0.32, -0.05], [2.19, -0.71, 0.03], [0.90, -0.10, -0.16], [-4.17, -0.78, -1.16], [2.65, 0.11, 1.90], [-1.36, 2.18, -0.60], [2.24, -1.69, 0.51], [2.79, -0.78, -0.98]], "nbo_charge": [0.419, -0.043, -0.365, 0.039, -0.288, -0.609, 0.021, -0.009, 0.100, 0.267, 0.220, 0.248]}

Repeat the eighth record exactly.
{"formula": "C6H5NOS", "method": "the ωB97M-V functional and the def2-TZVPD basis", "orbital_gap_ev": [8.43, 7.37], "de_lowest_kcal_mol": 95.8, "total_charge": 0, "lumo_energy_ev": [-0.15, -1.03], "elements": ["S", "O", "N", "C", "C", "C", "C", "C", "C", "H", "H", "H", "H", "H"], "xyz": [[0.46, 0.79, 2.38], [1.91, -3.03, -0.20], [-0.64, 0.22, -1.34], [2.07, -2.42, 0.79], [-0.84, 1.87, 0.45], [-0.48, 2.10, 1.73], [-0.37, 0.61, -0.06], [-0.43, -0.94, -1.78], [0.33, -0.06, 0.91], [-0.02, -1.75, -1.17], [-1.42, 2.54, -0.16], [-0.66, -1.15, -2.81], [2.71, -2.53, 1.65], [-0.71, 2.94, 2.35]], "nbo_charge": [0.393, -0.439, -0.407, 0.438, -0.230, -0.418, -0.081, -0.029, -0.177, 0.153, 0.234, 0.169, 0.157, 0.235]}

Which formula does entry 4 have?
C6H5NO